Entry from OMol25: 3 unconnected molecules or ions with the total composition C23H31Br3ClN3O4P at a distorted geometry (ωB97M-V/def2-TZVPD).

## Properties
* LUMO energy: -4.3 eV
* energy above the lowest of the compared OMol25 structures with the same formula, charge and spin: 0.00 kcal per mole
* orbital gap: 0.2710 Eh
* total charge: +1
* electronic energy: -268944.559 eV

CARTESIAN COORDINATES (ANGSTROEM)
C -0.84914 -3.97015 2.10574
C -1.06208 -2.52474 1.58471
Br -2.35029 -2.67764 0.12045
C -1.55300 -1.66622 2.76357
C -1.48877 -0.14973 2.61901
C -2.58952 0.48441 2.01915
C -3.82969 -0.20453 1.49671
O -4.16275 -0.04779 0.37131
O -4.57620 -1.01369 2.31869
Br -4.82108 -0.24905 3.97091
C -2.61441 1.87489 1.87753
C -1.57661 2.61211 2.37849
C -1.67111 4.12132 2.20439
C -0.74978 4.62809 1.09064
O -0.10180 5.60904 1.16683
Cl -0.75868 3.65596 -0.39405
N -0.53606 2.01556 3.00782
C 0.48686 2.88281 3.58804
C 1.74082 3.10527 2.74028
O 2.52213 3.95078 2.96593
Br 2.04159 1.90973 1.21826
C -0.42538 0.65352 3.13239
P 0.90449 -0.22397 4.02640
C 2.36695 0.75001 4.55281
C 1.68700 -1.51653 2.94632
H -0.88518 -4.65519 1.26025
H 0.12481 -4.10567 2.57165
H -1.68573 -4.22902 2.75528
H -0.15424 -2.16183 1.12071
H -2.59245 -1.93545 2.95454
H -0.99905 -1.96212 3.65809
H -3.45869 2.34759 1.40071
H -1.46186 4.64164 3.13737
H -2.68929 4.39909 1.93663
H 0.10560 3.87684 3.80721
H 0.73185 2.49333 4.57366
H 2.91367 1.19071 3.71562
H 2.19366 1.51469 5.30610
H 3.05692 0.03209 4.99993
H 2.71965 -1.61055 3.28407
H 1.69548 -1.25607 1.88951
H 1.18081 -2.44683 3.16685
C 2.76616 0.83730 -2.28910
C 3.49981 -0.44523 -2.65609
C 2.56040 -1.65198 -2.72952
C 1.93118 -1.85560 -1.41596
N 1.45173 -1.97196 -0.37895
H 2.30430 0.75209 -1.30469
H 3.46128 1.67682 -2.25422
H 1.98867 1.07205 -3.01476
H 4.27802 -0.64190 -1.91498
H 3.99771 -0.31695 -3.61712
H 3.11368 -2.55351 -2.99638
H 1.78703 -1.49699 -3.47823
C -1.80802 -0.24376 -7.09740
C -1.03385 -1.54459 -7.27849
C -0.31960 -1.99724 -5.99933
C 0.65670 -0.98936 -5.56170
N 1.41315 -0.19461 -5.22126
H -1.14461 0.58423 -6.84289
H -2.32350 0.02320 -8.01915
H -2.55597 -0.33833 -6.30762
H -0.30296 -1.42154 -8.07944
H -1.72000 -2.33320 -7.59015
H 0.20809 -2.93620 -6.16899
H -1.03883 -2.15548 -5.19407

Here are the Mulliken charges for atoms 1 to 6, given in e: -1.2623 0.7532 -0.1036 -2.2601 0.6432 0.4163